{"formula": "C30H59Br24F9SSi", "method": "ωB97M-V with the def2-TZVPD basis set", "spin_multiplicity": 1, "e_homo_ev": -9.1, "orbital_gap_ev": 6.7, "largest_force_ha_per_bohr": 0.110, "elements": ["F", "C", "F", "C", "C", "C", "C", "Si", "C", "F", "F", "S", "F", "F", "F", "F", "F", "H", "H", "H", "H", "H", "H", "H", "H", "H", "H", "H", "Br", "C", "C", "Br", "H", "H", "H", "H", "Br", "C", "C", "Br", "H", "H", "H", "H", "Br", "C", "C", "Br", "H", "H", "H", "H", "Br", "C", "C", "Br", "H", "H", "H", "H", "Br", "C", "C", "Br", "H", "H", "H", "H", "Br", "C", "C", "Br", "H", "H", "H", "H", "Br", "C", "C", "Br", "H", "H", "H", "H", "Br", "C", "C", "Br", "H", "H", "H", "H", "Br", "C", "C", "Br", "H", "H", "H", "H", "Br", "C", "C", "Br", "H", "H", "H", "H", "Br", "C", "C", "Br", "H", "H", "H", "H", "Br", "C", "C", "Br", "H", "H", "H", "H"], "xyz": [[2.2440, 4.9189, 0.2116], [2.6080, 3.7432, -0.6693], [3.6028, 4.2788, -1.6272], [3.3324, 2.6626, 0.3681], [2.9433, 2.8810, 1.9427], [3.7816, 1.8290, 2.9367], [3.2083, 0.2948, 2.8943], [4.6296, -0.7972, 2.1217], [1.2026, 3.2270, -1.3097], [0.5418, 2.3603, -0.2634], [0.3103, 4.4409, -1.4253], [1.2947, 2.2275, -2.8719], [0.5553, 0.8820, -2.0335], [-0.3321, 2.7303, -3.2693], [1.8444, 3.5230, -3.8458], [2.8573, 1.6083, -2.5695], [1.2465, 1.2577, -4.2889], [4.5092, 2.8179, 0.2750], [3.1321, 1.5521, 0.0371], [1.7896, 2.6701, 2.0469], [3.2223, 3.9606, 2.3689], [4.9464, 1.8912, 2.7816], [3.5838, 2.2309, 4.0429], [3.1112, -0.0687, 4.0270], [2.1741, 0.1600, 2.3642], [3.9955, -1.6906, 1.1504], [5.6211, 0.1163, 1.4988], [5.2802, -1.5089, 3.2201], [4.2007, 4.1982, 4.8378], [2.7292, 5.2164, 5.6148], [2.3326, 4.6621, 6.9635], [1.2841, 3.0286, 6.7742], [1.9156, 5.2093, 4.8852], [3.1126, 6.2369, 5.7152], [1.6764, 5.3621, 7.4891], [3.1867, 4.4214, 7.6023], [1.1658, -3.4224, 1.3852], [1.5938, -4.4291, -0.2300], [2.6761, -5.4505, 0.0325], [4.4315, -4.6072, 0.1376], [1.8610, -3.7002, -0.9993], [0.6585, -4.9228, -0.5125], [2.7489, -6.1564, -0.8001], [2.5323, -6.0061, 0.9632], [2.1454, -7.0636, 3.5231], [0.2934, -7.4908, 3.0838], [0.1950, -8.8080, 2.3498], [0.7381, -8.6193, 0.4861], [-0.1033, -6.6456, 2.5157], [-0.2209, -7.5480, 4.0485], [-0.8435, -9.1498, 2.3104], [0.8162, -9.5953, 2.7855], [-0.6351, 7.1764, 3.3327], [-1.8348, 5.6628, 3.0581], [-1.5561, 4.5568, 4.0493], [0.0434, 3.5551, 3.5574], [-1.7231, 5.3516, 2.0164], [-2.8409, 6.0681, 3.2058], [-2.3659, 3.8212, 4.0427], [-1.4061, 4.9168, 5.0708], [-4.3698, 2.9863, 3.2736], [-3.9954, 1.2020, 2.5795], [-3.6769, 0.2359, 3.6970], [-1.8654, 0.5052, 4.3674], [-3.1875, 1.3058, 1.8507], [-4.9111, 0.9020, 2.0601], [-3.6946, -0.7949, 3.3309], [-4.3510, 0.3249, 4.5532], [-5.9986, -1.7102, 0.8218], [-7.6101, -1.7275, 1.9211], [-7.4481, -0.8537, 3.1433], [-6.3498, -1.7297, 4.4961], [-7.8234, -2.7727, 2.1588], [-8.4006, -1.3385, 1.2714], [-8.4149, -0.6856, 3.6268], [-6.9811, 0.1113, 2.9283], [-1.8056, -7.1565, -2.5428], [-2.7768, -8.3072, -1.3027], [-3.8125, -7.5257, -0.5280], [-2.9854, -6.4674, 0.8861], [-2.0319, -8.7919, -0.6665], [-3.2565, -9.0626, -1.9333], [-4.4990, -8.2034, -0.0118], [-4.3890, -6.8345, -1.1488], [2.1527, -0.7955, -9.2791], [0.6812, 0.2226, -8.5020], [0.2846, -0.3316, -7.1533], [-0.7639, -1.9652, -7.3427], [-0.1324, 0.2156, -9.2316], [1.0645, 1.2431, -8.4016], [-0.3717, 0.3684, -6.6277], [1.1387, -0.5723, -6.5145], [7.7934, 0.3129, -0.1487], [9.5522, -0.2079, 0.5153], [9.5238, -1.5976, 1.1080], [8.7048, -1.5930, 2.8781], [9.8663, 0.5615, 1.2252], [10.2070, -0.1762, -0.3614], [10.5406, -1.9693, 1.2659], [8.9683, -2.3174, 0.5008], [-6.8108, -1.7500, -8.0472], [-5.0352, -1.4143, -7.3123], [-4.6626, 0.0457, -7.4270], [-4.1440, 0.5002, -9.2513], [-4.3430, -2.0819, -7.8315], [-5.1022, -1.7134, -6.2614], [-3.7816, 0.2669, -6.8172], [-5.4731, 0.7240, -7.1467], [0.8048, 3.2707, -13.5091], [-0.1665, 2.1199, -12.2690], [-1.2022, 2.9014, -11.4943], [-0.3751, 3.9598, -10.0802], [0.5784, 1.6353, -11.6328], [-0.6461, 1.3645, -12.8996], [-1.8886, 2.2238, -10.9781], [-1.7786, 3.5926, -12.1151], [-3.4943, 5.3871, 6.4416], [-3.6454, 4.3332, 8.0763], [-2.9077, 3.0203, 7.9509], [-3.9151, 1.7454, 6.8722], [-4.7121, 4.2149, 8.2826], [-3.1955, 4.9549, 8.8569], [-2.8018, 2.5436, 8.9300], [-1.9209, 3.1189, 7.4906]], "atomic_forces_ev_per_a": [[0.75, -3.11, -2.96], [1.97, 1.69, 2.52], [-3.35, -1.61, 2.25], [1.09, 0.04, -0.05], [0.35, -0.43, 0.48], [-1.53, 0.42, 0.78], [0.44, 0.21, 0.96], [-1.35, 0.94, 0.41], [-2.41, 2.78, 4.32], [2.25, 3.25, -3.23], [2.89, -4.35, -0.21], [-2.59, -2.69, -3.83], [2.05, 2.36, -2.21], [3.28, -1.01, 0.80], [-0.64, -2.72, 2.52], [-3.26, 1.68, -0.45], [0.32, 1.93, 2.76], [-2.59, -0.12, -0.10], [0.15, 2.26, 0.58], [2.50, 0.47, -0.12], [-0.85, -2.34, -1.49], [-2.25, -0.08, 0.04], [0.32, -1.31, -2.98], [-0.07, 0.77, -2.47], [1.93, 0.47, 0.99], [0.23, -0.28, -0.24], [-0.25, -0.22, 0.02], [0.21, -0.31, 0.11], [0.15, 1.11, 0.79], [0.26, 0.36, 0.04], [-0.19, 0.07, 0.10], [0.18, -0.06, 0.34], [0.14, -0.07, 0.20], [-0.12, -0.20, 0.07], [0.14, -0.08, -0.16], [-0.17, 0.07, -0.24], [0.01, 0.01, -0.07], [-0.25, -0.11, 0.03], [0.12, -0.08, -0.21], [-0.06, -0.10, 0.07], [0.04, -0.19, 0.20], [0.20, 0.01, 0.05], [-0.09, 0.16, 0.14], [-0.01, 0.22, -0.25], [-0.11, 0.01, -0.05], [0.05, 0.02, 0.30], [-0.23, -0.05, -0.09], [0.02, -0.06, 0.06], [0.08, -0.24, 0.04], [0.07, -0.05, -0.23], [0.16, 0.14, 0.04], [-0.10, 0.28, -0.07], [0.03, -0.04, -0.06], [-0.15, 0.08, 0.15], [0.30, -0.24, 0.00], [-0.25, 0.32, -0.25], [0.02, 0.00, 0.28], [0.16, -0.12, 0.01], [0.55, 0.37, 0.10], [0.16, -0.06, -0.52], [-0.59, -0.26, -0.31], [-0.24, -0.06, -0.09], [0.36, -0.15, -0.03], [-0.02, -0.09, -0.23], [-0.13, -0.07, 0.24], [0.23, 0.00, 0.10], [-0.07, 0.25, 0.01], [0.17, 0.04, -0.32], [-0.05, -0.09, 0.09], [-0.08, 0.14, -0.28], [-0.16, -0.08, 0.24], [-0.17, -0.03, -0.04], [0.09, 0.28, 0.05], [0.15, -0.03, 0.19], [0.17, -0.04, -0.14], [-0.13, -0.25, -0.03], [0.03, -0.08, 0.16], [-0.07, -0.08, -0.30], [-0.08, -0.12, 0.21], [-0.03, 0.04, -0.07], [-0.17, 0.19, -0.08], [0.03, 0.18, 0.16], [0.16, 0.08, -0.13], [0.23, -0.18, 0.10], [-0.14, 0.03, -0.05], [0.28, 0.20, 0.00], [-0.25, 0.11, 0.08], [0.05, 0.01, 0.05], [0.10, -0.06, 0.26], [-0.13, -0.20, 0.04], [0.16, -0.08, -0.14], [-0.17, 0.07, -0.25], [0.29, 0.04, -0.01], [0.04, 0.05, -0.36], [0.18, -0.07, 0.22], [-0.03, -0.04, -0.15], [-0.10, -0.27, -0.09], [-0.10, -0.07, 0.21], [-0.17, 0.12, -0.07], [0.10, 0.27, 0.10], [0.13, -0.02, -0.03], [-0.17, -0.11, 0.20], [0.29, 0.06, 0.07], [-0.07, 0.04, 0.04], [-0.11, 0.27, 0.09], [0.06, 0.14, -0.20], [-0.16, -0.12, -0.10], [0.15, -0.26, -0.10], [0.01, -0.09, 0.13], [-0.06, -0.07, -0.31], [-0.09, -0.11, 0.23], [-0.06, -0.01, -0.08], [-0.19, 0.16, -0.07], [0.04, 0.16, 0.17], [0.13, 0.07, -0.11], [0.23, -0.19, 0.09], [-0.47, 0.09, 0.40], [0.12, 0.20, 0.12], [-0.08, -0.24, 0.11], [-0.10, 0.23, 0.37], [0.28, -0.07, -0.09], [-0.05, -0.17, -0.16], [-0.04, 0.16, -0.16], [-0.22, 0.06, 0.08]], "lowdin_charge": [-0.018, -0.203, 0.001, -0.079, -0.238, -0.346, -0.371, 0.590, -0.203, -0.002, 0.012, 1.089, -0.208, -0.211, -0.173, -0.169, -0.195, 0.148, 0.129, 0.011, 0.075, 0.091, -0.026, 0.084, 0.077, -0.123, -0.136, -0.085, 0.776, -0.649, -0.666, 0.602, -0.003, 0.063, 0.060, 0.053, 0.590, -0.675, -0.724, 0.604, 0.055, 0.047, 0.053, -0.038, 0.645, -0.684, -0.673, 0.642, 0.028, 0.063, 0.054, 0.054, 0.605, -0.697, -0.779, 0.667, 0.056, 0.049, -0.101, -0.030, 0.706, -0.646, -0.748, 0.597, 0.064, 0.010, 0.033, -0.047, 0.626, -0.680, -0.666, 0.670, 0.054, 0.061, 0.062, 0.045, 0.591, -0.699, -0.686, 0.606, 0.005, 0.061, 0.058, 0.054, 0.605, -0.706, -0.698, 0.604, 0.041, 0.049, 0.055, 0.050, 0.618, -0.688, -0.691, 0.602, 0.053, 0.057, 0.057, 0.054, 0.598, -0.704, -0.692, 0.591, 0.043, 0.060, 0.052, 0.054, 0.605, -0.699, -0.692, 0.598, 0.040, 0.061, 0.026, 0.055, 0.712, -0.657, -0.656, 0.641, 0.054, 0.061, 0.063, 0.028]}

=====

{"formula": "C30H59N10O13P", "method": "ωB97M-V with the def2-TZVPD basis set", "smiles": "CP(O)[C@@H]1C[C@@H](OC(=O)c2ccccc2)NC1=O.CC(N)=O.CC(N)=O.CC(N)=O.CC(N)=O.CC(N)=O.CC(N)=O.CC(N)=O.CC(N)=O.CC(N)=O", "spin_multiplicity": 1, "e_homo_ev": -8.9, "orbital_gap_ev": 9.3, "largest_force_ha_per_bohr": 0.041, "elements": ["C", "P", "O", "C", "C", "C", "O", "C", "O", "C", "C", "C", "C", "C", "C", "N", "C", "O", "H", "H", "H", "H", "H", "H", "H", "H", "H", "H", "H", "H", "H", "H", "O", "C", "N", "C", "H", "H", "H", "H", "H", "O", "C", "N", "C", "H", "H", "H", "H", "H", "O", "C", "N", "C", "H", "H", "H", "H", "H", "O", "C", "N", "C", "H", "H", "H", "H", "H", "O", "C", "N", "C", "H", "H", "H", "H", "H", "O", "C", "N", "C", "H", "H", "H", "H", "H", "O", "C", "N", "C", "H", "H", "H", "H", "H", "O", "C", "N", "C", "H", "H", "H", "H", "H", "O", "C", "N", "C", "H", "H", "H", "H", "H"], "xyz": [[6.4551, -1.1685, 1.0238], [5.1918, -1.0197, -0.2962], [4.3983, -2.4688, -0.2785], [3.8683, 0.0451, 0.3997], [2.5859, -0.1774, -0.4348], [2.5820, 0.8937, -1.5605], [1.3337, 1.5401, -1.6561], [0.2928, 0.6864, -1.9276], [-0.0111, 0.4497, -3.0612], [-0.4772, 0.0893, -0.8140], [-0.9541, -1.2382, -0.9830], [-1.7347, -1.8554, 0.0176], [-2.0201, -1.1399, 1.2022], [-1.5289, 0.1768, 1.3790], [-0.7445, 0.8007, 0.3815], [3.5916, 1.8513, -1.1262], [3.9985, 1.5431, 0.2126], [4.3380, 2.3381, 1.0186], [6.7090, -2.2204, 1.1524], [6.0901, -0.8018, 1.9843], [7.3609, -0.6324, 0.7586], [4.6904, -3.0350, -1.0010], [3.5653, -0.2130, 1.4168], [2.3053, -1.1845, -0.7204], [1.8177, 0.2088, 0.2378], [2.9758, 0.5330, -2.5106], [-0.7162, -1.7771, -1.8895], [-2.0978, -2.8639, -0.1191], [-2.6197, -1.6302, 1.9581], [-1.7714, 0.7021, 2.2919], [-0.3482, 1.7980, 0.5110], [4.4601, 1.7671, -1.6472], [4.1786, -5.7811, 0.3747], [4.0383, -5.5004, 1.5526], [4.0988, -4.2188, 1.9854], [3.7893, -6.5515, 2.6084], [3.9958, -3.9609, 2.9524], [4.2464, -3.4797, 1.3109], [4.6214, -7.2532, 2.6103], [2.8738, -7.0889, 2.3646], [3.6883, -6.1217, 3.6041], [0.4074, -4.2809, -1.3444], [0.4083, -5.4993, -1.3426], [-0.6274, -6.2062, -1.8741], [1.5426, -6.3044, -0.7600], [-0.6546, -7.2078, -1.8895], [-1.3935, -5.6902, -2.2721], [1.6496, -6.0476, 0.2888], [2.4616, -6.0544, -1.2790], [1.3726, -7.3785, -0.8440], [1.9459, -2.3744, 4.8462], [1.0204, -2.2449, 4.0541], [1.1449, -2.6037, 2.7606], [-0.3278, -1.6805, 4.4458], [0.4158, -2.4999, 2.0744], [2.0311, -2.9911, 2.4874], [-0.2222, -0.6694, 4.8290], [-0.7515, -2.3079, 5.2280], [-1.0145, -1.6570, 3.6039], [-2.7617, -4.2772, 2.3061], [-3.5879, -5.0415, 1.8422], [-4.4757, -4.6361, 0.8965], [-3.6898, -6.4839, 2.2758], [-5.1666, -5.2425, 0.4974], [-4.4320, -3.6783, 0.5887], [-3.8863, -6.5168, 3.3457], [-2.7424, -6.9798, 2.0731], [-4.4844, -7.0187, 1.7566], [-3.5314, 0.4965, -2.6931], [-3.4516, 1.5416, -3.3208], [-2.2843, 2.0150, -3.8057], [-4.6709, 2.3936, -3.6030], [-2.2151, 2.8809, -4.3159], [-1.4422, 1.4737, -3.6330], [-5.1170, 2.6902, -2.6538], [-5.3898, 1.8028, -4.1706], [-4.4275, 3.2908, -4.1713], [2.6364, 6.3186, -1.3143], [3.1249, 6.1246, -0.2119], [3.4183, 4.8781, 0.2187], [3.4333, 7.2535, 0.7441], [3.8235, 4.6832, 1.1135], [3.2202, 4.1043, -0.3980], [2.5127, 7.7909, 0.9645], [4.1377, 7.9352, 0.2708], [3.8640, 6.8969, 1.6791], [1.0763, 1.7814, 2.9269], [1.6207, 1.9577, 4.0038], [1.8553, 0.9280, 4.8547], [2.0723, 3.3230, 4.4666], [2.3038, 1.0362, 5.7446], [1.5642, 0.0076, 4.5658], [1.2095, 3.9853, 4.5065], [2.7901, 3.7174, 3.7495], [2.5388, 3.2943, 5.4508], [-1.4999, 5.2573, -4.6889], [-0.8905, 6.1114, -4.0624], [0.4551, 6.0669, -3.9539], [-1.5817, 7.2584, -3.3677], [0.9997, 6.7354, -3.4375], [0.9308, 5.3055, -4.4066], [-2.2800, 6.8569, -2.6356], [-2.1340, 7.8370, -4.1061], [-0.8784, 7.9158, -2.8586], [-10.8110, 3.2092, -3.3947], [-9.6146, 2.9980, -3.4019], [-9.0917, 1.8304, -2.9352], [-8.6134, 4.0015, -3.9230], [-8.1087, 1.6318, -2.9293], [-9.7312, 1.1405, -2.5807], [-8.6999, 4.9207, -3.3468], [-8.8342, 4.2139, -4.9673], [-7.5878, 3.6398, -3.8503]], "atomic_forces_ev_per_a": [[-0.54, -0.13, 0.55], [0.88, 0.70, -1.26], [-0.01, 0.04, 0.52], [-1.29, -0.94, 0.19], [-0.70, 1.03, 0.24], [1.96, -0.68, 0.45], [-0.07, 0.16, 0.16], [-0.47, -0.32, -0.11], [0.46, -0.08, -0.59], [-0.49, -0.55, 1.26], [-0.43, 0.55, 0.73], [0.72, 1.39, 0.10], [0.60, 0.48, -1.02], [0.13, -0.53, -0.88], [-0.48, -1.33, -0.15], [-0.06, 0.66, 0.44], [-0.20, -1.42, -0.59], [0.68, 0.83, 0.86], [0.04, -0.07, -0.10], [0.05, 0.03, 0.07], [0.00, 0.11, -0.13], [-0.11, -0.05, -0.02], [0.59, 0.12, 0.27], [0.27, -0.12, -0.09], [-0.26, -0.41, 0.05], [-0.81, -0.26, -0.34], [0.00, 0.03, 0.00], [0.09, -0.05, 0.02], [0.00, 0.10, 0.10], [0.12, 0.11, 0.01], [-0.03, 0.01, 0.13], [-0.28, 0.36, -0.54], [0.21, -0.07, 0.05], [0.12, 0.03, -0.02], [-0.12, 0.35, 0.39], [0.00, 0.15, 0.13], [0.04, -0.23, 0.07], [0.01, -0.13, -0.19], [-0.04, -0.06, -0.07], [0.05, -0.06, -0.05], [-0.02, -0.02, 0.01], [0.00, -0.02, 0.03], [0.00, 0.07, 0.01], [-0.10, 0.06, 0.00], [-0.43, -0.23, -0.25], [0.08, -0.01, 0.02], [0.01, 0.00, -0.02], [0.07, 0.09, 0.00], [0.07, 0.08, 0.12], [0.02, 0.00, 0.02], [-0.01, 0.16, 0.03], [-0.28, -0.07, -0.13], [0.15, 0.02, -0.05], [-0.08, -0.21, -0.11], [-0.08, 0.02, 0.04], [-0.02, -0.12, -0.25], [-0.03, 0.01, 0.11], [0.04, 0.02, 0.07], [0.01, -0.03, 0.02], [0.02, -0.03, 0.05], [0.02, 0.11, -0.02], [0.02, 0.08, -0.05], [-0.15, -0.03, -0.14], [0.01, -0.04, 0.04], [-0.03, 0.00, -0.01], [0.09, 0.00, 0.02], [0.04, 0.03, 0.08], [0.00, -0.02, 0.02], [-0.12, 0.05, 0.00], [0.10, -0.02, -0.01], [0.17, -0.05, -0.01], [0.04, 0.17, -0.09], [-0.03, 0.06, 0.09], [-0.33, 0.15, -0.18], [-0.04, -0.07, 0.00], [-0.02, -0.04, 0.06], [-0.02, 0.01, 0.01], [-0.06, 0.26, -0.10], [-0.03, -0.28, -0.01], [-0.15, 0.29, -0.16], [0.06, -0.11, 0.10], [0.04, -0.04, -0.03], [0.06, -0.08, 0.04], [0.01, 0.05, -0.07], [-0.06, 0.05, -0.03], [0.00, 0.02, 0.01], [0.01, 0.04, -0.05], [0.06, -0.06, 0.02], [-0.09, 0.04, -0.16], [0.04, -0.08, 0.16], [0.03, 0.03, -0.02], [0.31, 0.06, 0.16], [0.01, 0.02, -0.09], [-0.06, 0.01, -0.06], [0.00, 0.02, 0.00], [-0.28, -0.04, 0.03], [0.22, -0.21, -0.03], [0.05, 0.14, -0.10], [0.15, 0.08, 0.04], [-0.03, -0.10, 0.17], [0.03, -0.03, 0.07], [-0.06, -0.01, -0.06], [-0.07, -0.05, 0.01], [-0.01, 0.00, 0.01], [0.03, 0.04, -0.02], [-0.02, -0.05, 0.03], [-0.04, -0.05, 0.02], [0.20, -0.13, 0.04], [0.01, 0.06, -0.02], [0.00, 0.00, 0.00], [-0.08, 0.03, -0.05], [-0.07, 0.07, 0.02], [0.01, 0.03, -0.01]], "lowdin_charge": [-0.261, 0.902, -0.333, -0.346, -0.107, -0.308, 0.051, -0.419, 0.131, -0.143, 0.002, -0.058, -0.090, -0.061, -0.006, 0.108, -0.461, 0.130, 0.036, 0.041, 0.030, 0.067, 0.126, 0.119, 0.111, 0.161, 0.112, 0.084, 0.082, 0.099, 0.114, 0.138, 0.012, -0.594, 0.166, 0.002, 0.096, 0.054, 0.087, 0.081, 0.075, 0.028, -0.584, 0.154, -0.006, 0.091, 0.104, 0.070, 0.079, 0.077, 0.006, -0.604, 0.202, 0.011, 0.096, 0.071, 0.070, 0.094, 0.049, 0.025, -0.595, 0.163, -0.006, 0.096, 0.104, 0.086, 0.084, 0.070, 0.017, -0.599, 0.186, -0.021, 0.078, 0.065, 0.079, 0.076, 0.071, 0.009, -0.596, 0.172, -0.011, 0.078, 0.077, 0.083, 0.083, 0.067, 0.027, -0.584, 0.180, 0.000, 0.105, 0.054, 0.087, 0.076, 0.071, 0.005, -0.598, 0.173, -0.007, 0.085, 0.111, 0.084, 0.084, 0.072, 0.032, -0.602, 0.153, -0.004, 0.087, 0.105, 0.086, 0.087, 0.054]}